# 1
The following is a DFT calculation (the ωB97M-V functional and the def2-TZVPD basis) of a gas-phase ion, C5H6N3 (charge +1).

Last column: Mulliken charge in e.
Positions of all 14 atoms, in Å:
C: -1.98646 -0.34997 0.01156  -0.17
C: -0.93073 -1.33905 -0.15224  -0.55
C: -1.67975 0.98580 -0.02406  -0.21
C: 0.40961 -1.24066 0.07345  0.41
C: 0.74183 1.03881 -0.05644  0.42
N: -0.39399 1.38891 0.01324  -0.13
N: 1.62135 -1.49067 -0.01944  -0.40
N: 2.03251 1.18672 -0.06174  -0.36
H: -3.07635 -0.73836 -0.17399  0.31
H: -1.33001 -2.32025 -0.32253  0.36
H: -2.45549 1.74113 0.10306  0.38
H: 2.16279 -1.84786 0.76368  0.31
H: 2.31330 1.53486 0.84807  0.29
H: 2.57140 1.45059 -1.00263  0.33

Calculated values
- total energy (eV) = -9741.6961
- energy relative to the best compared isomer or geometry (same formula, charge and spin) (kJ/mol) = 331.85
- total charge = +1

# 2
The following is a DFT calculation (the ωB97M-V functional and the def2-TZVPD basis) of C2H4BrN in the gas phase.

Last column: Mulliken charge in e.
Positions of all 8 atoms, in Å:
C: 0.30403 0.37892 0.05061  0.36
C: -1.05655 -0.26966 -0.04854  -0.93
N: 1.22711 -0.47491 -0.16294  -0.47
Br: 3.41099 0.28011 -0.01449  -0.17
H: 0.17206 1.41134 0.29594  0.32
H: -1.58760 -0.37855 0.83223  0.34
H: -0.90281 -1.36625 -0.29609  0.27
H: -1.56722 0.41899 -0.65673  0.28

Calculated values
- total energy (eV) = -73668.7793
- energy relative to the best compared isomer or geometry (same formula, charge and spin) (kJ/mol) = 213.52
- total charge = 0

# 3
The following is a DFT calculation (the ωB97M-V functional and the def2-TZVPD basis) of a molecular structure, C20H40N6O3PPdS.

Last column: Mulliken charge in e.
Positions of all 72 atoms, in Å:
Pd: 1.03618 -0.25505 -1.43556  -0.03
N: 3.71596 1.80373 -1.11124  -0.63
N: 3.37674 3.16718 -1.13745  -0.07
C: 2.42485 3.72821 -1.92351  0.75
N: 2.35929 5.08756 -1.88776  -0.53
N: 1.74163 2.89824 -2.67730  -0.28
N: 0.81175 3.43967 -3.54168  0.97
O: 0.56234 2.77846 -4.51622  -0.59
O: 0.24505 4.51599 -3.29554  -0.75
H: 4.06653 1.56705 -2.03893  0.33
H: 2.87275 1.21297 -0.98030  -0.01
H: 3.96644 3.76394 -0.58729  0.15
H: 2.78668 5.53301 -1.09344  0.22
H: 1.46377 5.44461 -2.19682  0.26
C: -4.15825 -0.28307 1.75759  -1.82
C: -3.09144 -0.56444 0.69614  1.84
C: -2.81398 -2.07436 0.67804  -1.95
C: -3.65310 -0.22508 -0.69408  -1.78
P: -1.40048 0.31333 0.86456  1.22
N: -0.66333 0.23317 -0.46888  -0.96
C: -0.49196 -0.52215 2.33968  2.47
C: 0.13104 -1.83719 1.82084  -1.63
C: -1.29909 -0.80620 3.60891  -2.00
C: 0.69486 0.37948 2.71275  -2.14
C: -1.72954 2.11575 1.38874  2.38
C: -2.75597 2.69633 0.40415  -1.95
C: -0.43104 2.89990 1.14660  -2.08
C: -2.21907 2.38209 2.81432  -2.01
H: -5.04001 -0.90175 1.55135  0.51
H: -4.48742 0.75566 1.74821  0.26
H: -3.82279 -0.52309 2.76722  0.24
H: -3.72404 -2.59313 0.35855  0.67
H: -2.54636 -2.46324 1.65922  0.22
H: -2.01614 -2.31233 -0.02741  0.23
H: -4.37905 -0.99376 -0.98065  0.54
H: -2.84310 -0.20706 -1.42481  0.30
H: -4.16549 0.73434 -0.71727  0.31
H: -0.52778 -2.69449 1.95555  0.17
H: 1.05987 -2.04108 2.36137  0.61
H: 0.36248 -1.72794 0.75672  -0.17
H: -2.05919 -1.57078 3.44964  0.29
H: -1.79087 0.07929 4.01236  0.25
H: -0.62075 -1.18521 4.38315  0.53
H: 1.26445 0.65898 1.82351  0.21
H: 1.35837 -0.17580 3.38362  0.66
H: 0.38599 1.28471 3.23567  0.33
H: -2.46408 2.48420 -0.62534  0.40
H: -2.78784 3.78282 0.53428  0.63
H: -3.76206 2.31631 0.57260  0.28
H: 0.04807 2.54192 0.23622  0.30
H: 0.27760 2.80354 1.96912  0.26
H: -0.66419 3.96209 1.02524  0.58
H: -3.13473 1.84258 3.05756  0.25
H: -2.43186 3.45268 2.91948  0.54
H: -1.46721 2.13078 3.56297  0.27
C: 4.18235 -1.52977 -1.22598  -1.08
S: 2.71105 -1.29408 -2.26370  1.04
O: 3.30716 -1.14753 -3.62797  -0.79
C: 2.20192 -3.03696 -2.19436  -0.13
C: 2.18955 -3.76122 -3.37240  -0.35
C: 1.76806 -5.08689 -3.35675  -0.48
C: 1.37089 -5.68133 -2.16943  -0.41
C: 1.38771 -4.94313 -0.98931  -0.62
C: 1.79199 -3.61913 -1.00106  0.07
H: 4.67445 -2.45583 -1.51938  0.42
H: 3.89368 -1.53923 -0.17603  0.30
H: 4.83375 -0.67898 -1.41950  0.38
H: 2.51169 -3.27298 -4.28299  0.44
H: 1.74688 -5.65362 -4.28005  0.36
H: 1.03786 -6.71194 -2.15948  0.36
H: 1.06515 -5.39704 -0.06005  0.37
H: 1.75541 -3.02373 -0.09601  0.06

Calculated values
- total energy (eV) = -60072.7236
- energy relative to the best compared isomer or geometry (same formula, charge and spin) (kJ/mol) = 77.77
- total charge = -1

# 4
The following is a DFT calculation (the ωB97M-V functional and the def2-TZVPD basis) of 2 unconnected molecules or ions with the total composition C5H17N2.

Last column: Mulliken charge in e.
Positions of all 24 atoms, in Å:
C: -1.66021 -0.65568 0.15166  -0.62
C: -1.97242 0.00851 -1.17441  -0.23
C: -2.69795 -0.97220 -2.08964  -1.36
N: -0.92931 0.30412 1.06611  -0.09
H: -2.57144 -0.96987 0.66226  0.40
H: -1.00224 -1.51503 0.03801  0.32
H: -1.04302 0.32443 -1.65208  0.31
H: -2.58677 0.89710 -1.00903  0.37
H: -2.10004 -1.86830 -2.25545  0.37
H: -3.64804 -1.27775 -1.65039  0.35
H: -2.90449 -0.51502 -3.04982  0.37
H: 0.02187 0.48353 0.72404  -0.14
H: -1.41546 1.20172 1.12330  0.40
H: -0.84545 -0.06783 2.01367  0.42
C: 2.27989 1.64002 0.42886  -0.73
N: 2.61834 0.42270 1.13840  -0.36
C: 2.44963 -0.78911 0.34839  -0.47
H: 2.91455 1.72544 -0.45204  0.33
H: 1.24001 1.72517 0.05584  0.23
H: 2.48353 2.50807 1.05539  0.30
H: 2.13171 0.36387 2.02397  0.23
H: 1.40794 -1.13755 0.23514  -0.01
H: 3.04123 -1.60382 0.75670  0.32
H: 2.81967 -0.59808 -0.65789  0.30

Calculated values
- total energy (eV) = -8434.0430
- energy relative to the best compared isomer or geometry (same formula, charge and spin) (kJ/mol) = 128.49
- total charge = +1